one.
Molecular formula: C20H27N3O4S
Method: DFT, ωB97M-V/def2-TZVPD

LUMO (eV): 0.3
Kohn-Sham gap (eV): 8.66
HOMO level (eV): -8.38

Bonds (Å) are listed after each position.
Positions of all 55 atoms, in Å:
1 C -1.528 4.894 -1.828  O2 1.407, H29 1.089, H30 1.095, H31 1.095
2 O -0.666 3.783 -1.775  C1 1.407, C3 1.362
3 C -0.194 3.385 -0.562  O2 1.362, C4 1.395, C28 1.390
4 C 0.631 2.259 -0.569  C3 1.395, C5 1.377, H32 1.079
5 C 1.141 1.759 0.608  C4 1.377, C6 1.392, H33 1.079
6 C 0.854 2.371 1.825  C5 1.392, C7 1.511, C27 1.385
7 C 1.296 1.749 3.129  C6 1.511, C8 1.546, N24 1.462, H34 1.108
8 C 0.186 0.747 3.523  C7 1.546, N9 1.441, H35 1.093, H36 1.092
9 N 0.043 -0.278 2.520  C8 1.441, C10 1.359, H37 1.009
10 C -0.937 -0.187 1.584  N9 1.359, O11 1.214, C12 1.497
11 O -1.906 0.535 1.700  C10 1.214
12 C -0.752 -1.085 0.400  C10 1.497, C13 1.393, C23 1.392
13 C -1.210 -0.622 -0.833  C12 1.393, C14 1.383, H38 1.079
14 C -1.052 -1.395 -1.968  C13 1.383, C15 1.382, H39 1.078
15 C -0.456 -2.637 -1.857  C14 1.382, S16 1.790, C22 1.381
16 S -0.263 -3.625 -3.338  C15 1.790, O17 1.438, O18 1.433, N19 1.691
17 O 0.320 -4.892 -2.985  S16 1.438
18 O 0.390 -2.839 -4.341  S16 1.433
19 N -1.880 -3.800 -3.797  S16 1.691, C20 1.447, C21 1.444
20 C -2.046 -4.101 -5.203  N19 1.447, H40 1.090, H41 1.087, H42 1.096
21 C -2.576 -4.701 -2.909  N19 1.444, H43 1.089, H44 1.089, H45 1.096
22 C -0.016 -3.121 -0.640  C15 1.381, C23 1.385, H46 1.079
23 C -0.159 -2.340 0.494  C12 1.392, C22 1.385, H47 1.080
24 N 2.597 1.098 2.983  C7 1.462, C25 1.452, C26 1.451
25 C 3.615 2.079 2.650  N24 1.452, H48 1.089, H49 1.087, H50 1.101
26 C 3.005 0.353 4.159  N24 1.451, H51 1.089, H52 1.088, H53 1.101
27 C 0.051 3.499 1.824  C6 1.385, C28 1.384, H54 1.081
28 C -0.471 4.010 0.648  C3 1.390, C27 1.384, H55 1.078
29 H -1.791 5.013 -2.878  C1 1.089
30 H -2.438 4.725 -1.243  C1 1.095
31 H -1.033 5.805 -1.476  C1 1.095
32 H 0.847 1.785 -1.514  C4 1.079
33 H 1.781 0.890 0.587  C5 1.079
34 H 1.331 2.526 3.918  C7 1.108
35 H -0.767 1.280 3.571  C8 1.093
36 H 0.384 0.292 4.496  C8 1.092
37 H 0.905 -0.736 2.263  N9 1.009
38 H -1.678 0.349 -0.876  C13 1.079
39 H -1.380 -1.058 -2.938  C14 1.078
40 H -3.074 -3.883 -5.495  C20 1.090
41 H -1.364 -3.458 -5.753  C20 1.087
42 H -1.817 -5.148 -5.431  C20 1.096
43 H -3.640 -4.684 -3.145  C21 1.089
44 H -2.430 -4.354 -1.888  C21 1.089
45 H -2.199 -5.726 -2.993  C21 1.096
46 H 0.433 -4.102 -0.605  C22 1.079
47 H 0.166 -2.720 1.451  C23 1.080
48 H 4.545 1.560 2.424  C25 1.089
49 H 3.309 2.643 1.773  C25 1.087
50 H 3.797 2.786 3.474  C25 1.101
51 H 4.022 -0.003 4.004  C26 1.089
52 H 2.366 -0.516 4.304  C26 1.088
53 H 2.989 0.963 5.075  C26 1.101
54 H -0.186 3.988 2.758  C27 1.081
55 H -1.099 4.885 0.693  C28 1.078


two.
Molecular formula: C20H27N3O4S
Method: DFT, ωB97M-V/def2-TZVPD

LUMO (eV): 0.6
Kohn-Sham gap (eV): 8.15
HOMO level (eV): -7.54

Bonds (Å) are listed after each position.
Positions of all 55 atoms, in Å:
1 C 0.081 3.755 -0.947  C2 1.523, H29 1.087, H30 1.086, H31 1.087
2 C 1.422 3.097 -0.648  C1 1.523, O3 1.425, H32 1.094, H33 1.099
3 O 1.416 2.231 0.483  C2 1.425, C4 1.384
4 C 0.830 0.992 0.288  O3 1.384, C5 1.385, C20 1.401
5 C -0.544 0.819 0.289  C4 1.385, C6 1.386, H34 1.076
6 C -1.095 -0.438 0.097  C5 1.386, N7 1.398, C15 1.408
7 N -2.472 -0.677 0.091  C6 1.398, C8 1.362, H35 1.014
8 C -3.471 0.109 -0.399  N7 1.362, S9 1.653, N10 1.353
9 S -3.228 1.594 -1.083  C8 1.653
10 N -4.701 -0.448 -0.319  C8 1.353, C11 1.440, H36 1.010
11 C -5.928 0.240 -0.630  N10 1.440, C12 1.538, H37 1.092, H38 1.095
12 C -6.697 0.712 0.615  C11 1.538, C13 1.526, C14 1.528, H39 1.095
13 C -5.863 1.696 1.429  C12 1.526, H40 1.088, H41 1.087, H42 1.087
14 C -7.141 -0.468 1.480  C12 1.528, H43 1.088, H44 1.088, H45 1.087
15 C -0.251 -1.556 -0.040  C6 1.408, O16 1.368, C19 1.383
16 O -0.886 -2.759 -0.185  C15 1.368, C17 1.417
17 C -0.095 -3.927 -0.328  O16 1.417, C18 1.521, H46 1.097, H47 1.097
18 C -1.041 -5.107 -0.483  C17 1.521, H48 1.086, H49 1.087, H50 1.087
19 C 1.122 -1.390 -0.008  C15 1.383, C20 1.392, H51 1.076
20 C 1.670 -0.120 0.144  C4 1.401, C19 1.392, N21 1.391
21 N 3.040 0.115 0.182  C20 1.391, C22 1.360, H52 1.015
22 C 4.070 -0.766 0.066  N21 1.360, O23 1.218, C24 1.472
23 O 3.959 -1.964 -0.122  C22 1.218
24 C 5.386 -0.117 0.185  C22 1.472, C25 1.372, O28 1.356
25 C 6.640 -0.672 0.129  C24 1.372, C26 1.411, H53 1.070
26 C 7.550 0.393 0.301  C25 1.411, C27 1.363, H54 1.070
27 C 6.790 1.514 0.449  C26 1.363, O28 1.339, H55 1.072
28 O 5.485 1.221 0.380  C24 1.356, C27 1.339
29 H -0.311 4.228 -0.051  C1 1.087
30 H -0.645 3.032 -1.310  C1 1.086
31 H 0.220 4.514 -1.712  C1 1.087
32 H 2.160 3.862 -0.389  C2 1.094
33 H 1.775 2.548 -1.532  C2 1.099
34 H -1.188 1.667 0.443  C5 1.076
35 H -2.686 -1.660 0.220  N7 1.014
36 H -4.793 -1.332 0.159  N10 1.010
37 H -5.661 1.103 -1.243  C11 1.092
38 H -6.561 -0.432 -1.220  C11 1.095
39 H -7.591 1.228 0.249  C12 1.095
40 H -4.975 1.209 1.829  C13 1.088
41 H -5.541 2.527 0.808  C13 1.087
42 H -6.442 2.087 2.262  C13 1.087
43 H -7.693 -1.196 0.889  C14 1.088
44 H -6.283 -0.962 1.934  C14 1.088
45 H -7.786 -0.121 2.283  C14 1.087
46 H 0.541 -4.059 0.557  C17 1.097
47 H 0.548 -3.835 -1.212  C17 1.097
48 H -0.468 -6.021 -0.608  C18 1.086
49 H -1.672 -5.202 0.397  C18 1.087
50 H -1.676 -4.965 -1.354  C18 1.087
51 H 1.796 -2.223 -0.108  C19 1.076
52 H 3.268 1.087 0.363  N21 1.015
53 H 6.861 -1.708 -0.018  C25 1.070
54 H 8.618 0.333 0.314  C26 1.070
55 H 7.053 2.542 0.603  C27 1.072


Which structure is the least stable? The one labeled one.


one.
Molecular formula: C6H12O
Method: DFT, ωB97M-V/def2-TZVPD

LUMO (spin up / spin down) (eV): -5.5 / -9.6
<S²>: 0.76
Kohn-Sham gap (spin up / spin down) (eV): 10.07 / 6.00
Net charge: +1
Multiplicity: 2
HOMO level (spin up / spin down) (eV): -15.57 / -15.57

Bonds (Å) are listed after each position.
Positions of all 19 atoms, in Å:
1 O -1.278 -2.750 0.480  C2 1.174
2 C -1.224 -1.877 1.263  O1 1.174, C3 1.554, H8 1.117
3 C -0.320 -0.615 1.185  C2 1.554, C4 1.512, H9 1.091, H10 1.092
4 C -0.191 -0.052 -0.212  C3 1.512, C5 1.511, C6 1.557, H11 1.087
5 C -1.511 0.353 -0.828  C4 1.511, H12 1.091, H13 1.094, H14 1.088
6 C 0.833 1.115 -0.095  C4 1.557, C7 1.524, H15 1.090, H16 1.085
7 C 2.114 0.779 -0.848  C6 1.524, H17 1.101, H18 1.085, H19 1.100
8 H -1.834 -1.928 2.199  C2 1.117
9 H 0.636 -0.987 1.557  C3 1.091
10 H -0.735 0.102 1.896  C3 1.092
11 H 0.245 -0.823 -0.842  C4 1.087
12 H -2.160 -0.514 -0.959  C5 1.091
13 H -2.058 1.095 -0.238  C5 1.094
14 H -1.426 0.750 -1.838  C5 1.088
15 H 1.093 1.346 0.938  C6 1.090
16 H 0.344 1.979 -0.531  C6 1.085
17 H 2.738 0.058 -0.298  C7 1.101
18 H 1.928 0.349 -1.827  C7 1.085
19 H 2.807 1.620 -1.002  C7 1.100


two.
Molecular formula: C6H12O
Method: DFT, ωB97M-V/def2-TZVPD

LUMO (spin up / spin down) (eV): -6.4 / -7.4
<S²>: 0.78
Kohn-Sham gap (spin up / spin down) (eV): 8.26 / 7.32
Net charge: +1
Multiplicity: 2
HOMO level (spin up / spin down) (eV): -14.63 / -14.73

Bonds (Å) are listed after each position.
Positions of all 19 atoms, in Å:
1 C 0.145 -0.596 2.060  C2 1.517, H7 1.156, H8 1.149, H9 1.096
2 C 0.324 -1.378 0.773  C1 1.517, C3 1.586, H10 1.105, H11 1.073
3 C -0.369 -0.487 -0.341  C2 1.586, C4 1.395, C6 1.496
4 C -0.480 -1.180 -1.547  C3 1.395, H12 1.110, H13 1.178
5 C -1.507 1.516 -1.146  C6 1.358, H14 1.155, H15 1.155
6 C -1.104 0.788 -0.073  C3 1.496, C5 1.358, H16 1.070
7 H 0.512 -1.020 3.071  C1 1.156
8 H 0.789 0.355 2.030  C1 1.149
9 H -0.887 -0.244 2.173  C1 1.096
10 H 1.355 -1.670 0.508  C2 1.105
11 H -0.154 -2.337 0.829  C2 1.073
12 H -1.411 -1.467 -2.080  C4 1.110
13 H 0.479 -1.558 -2.116  C4 1.178
14 H -1.766 0.848 -2.052  C5 1.155
15 H -2.026 2.545 -1.217  C5 1.155
16 H -1.275 1.173 0.911  C6 1.070
17 H 1.907 1.252 -1.120  O19 1.064
18 H 2.845 1.519 0.074  O19 0.941
19 O 2.623 1.940 -0.737  H17 1.064, H18 0.941


Which structure is the least stable? The one labeled two.


one.
Molecular formula: C11H11N
Method: DFT, ωB97M-V/def2-TZVPD

LUMO (eV): 0.6
Kohn-Sham gap (eV): 9.60
HOMO level (eV): -9.01

Bonds (Å) are listed after each position.
Positions of all 23 atoms, in Å:
1 C 3.163 1.036 -0.839  C2 1.374, C6 1.493, H7 1.092
2 C 3.043 -0.333 -0.838  C1 1.374, C3 1.374, H8 1.143
3 C 2.546 -1.156 0.144  C2 1.374, C4 1.441, H9 1.009
4 C 2.178 -0.597 1.420  C3 1.441, C5 1.386, H10 1.053
5 C 1.987 0.776 1.408  C4 1.386, C6 1.478, H11 0.999
6 C 2.477 1.661 0.331  C1 1.493, C5 1.478, H12 1.148
7 H 3.546 1.737 -1.583  C1 1.092
8 H 3.182 -0.897 -1.822  C2 1.143
9 H 2.403 -2.121 -0.113  C3 1.009
10 H 1.785 -1.309 2.090  C4 1.053
11 H 1.570 1.182 2.219  C5 0.999
12 H 2.183 2.669 0.792  C6 1.148
13 C -2.589 -0.793 -1.427  C14 1.446, C18 1.443, H19 1.112
14 C -3.065 -1.503 -0.261  C13 1.446, C15 1.368, H20 1.170
15 C -3.236 -0.872 0.940  C14 1.368, N16 1.457, H21 1.134
16 N -3.028 0.544 1.214  C15 1.457, C17 1.348
17 C -2.474 1.208 0.180  N16 1.348, C18 1.451, H22 1.084
18 C -2.132 0.523 -1.053  C13 1.443, C17 1.451, H23 1.065
19 H -2.361 -1.168 -2.448  C13 1.112
20 H -3.656 -2.479 -0.518  C14 1.170
21 H -3.693 -1.422 1.821  C15 1.134
22 H -2.234 2.265 0.150  C17 1.084
23 H -1.595 1.051 -1.806  C18 1.065


two.
Molecular formula: C11H11N
Method: DFT, ωB97M-V/def2-TZVPD

LUMO (eV): 0.5
Kohn-Sham gap (eV): 8.79
HOMO level (eV): -8.28

Bonds (Å) are listed after each position.
Positions of all 23 atoms, in Å:
1 C 0.599 1.601 0.142  C2 1.425, C6 1.301, H7 1.058
2 C -0.371 0.736 -0.444  C1 1.425, C3 1.464, H8 1.169
3 C -1.791 1.056 -0.286  C2 1.464, C4 1.416, H9 1.178
4 C -1.941 2.209 0.523  C3 1.416, C5 1.333, H10 1.127
5 C -1.061 2.770 1.351  C4 1.333, C6 1.426, H11 1.085
6 C 0.294 2.383 1.136  C1 1.301, C5 1.426, H12 1.119
7 H 1.602 1.266 0.110  C1 1.058
8 H 0.134 0.116 -1.297  C2 1.169
9 H -2.675 0.498 -0.829  C3 1.178
10 H -2.948 2.673 0.727  C4 1.127
11 H -1.268 3.465 2.158  C5 1.085
12 H 1.179 2.879 1.609  C6 1.119
13 C 0.289 -2.789 -1.238  C14 1.389, C18 1.413, H19 1.055
14 C -0.447 -2.050 -0.321  C13 1.389, C15 1.430, H20 1.120
15 C 0.051 -1.176 0.696  C14 1.430, N16 1.296, H21 1.136
16 N 1.333 -0.986 0.713  C15 1.296, C17 1.401
17 C 2.157 -1.723 -0.147  N16 1.401, C18 1.458, H22 1.113
18 C 1.609 -2.302 -1.368  C13 1.413, C17 1.458, H23 1.196
19 H -0.058 -3.329 -2.075  C13 1.055
20 H -1.541 -2.255 -0.194  C14 1.120
21 H -0.782 -0.571 1.176  C15 1.136
22 H 3.259 -1.652 -0.015  C17 1.113
23 H 2.378 -2.820 -2.126  C18 1.196


Which structure is the least stable? The one labeled two.


one.
Molecular formula: H3NO3PS
Method: DFT, ωB97M-V/def2-TZVPD

LUMO (eV): 4.0
Kohn-Sham gap (eV): 7.91
Net charge: -1
HOMO level (eV): -3.93

Bonds (Å) are listed after each position.
Positions of all 9 atoms, in Å:
1 N -1.261 -0.796 1.290  P5 1.543, H8 0.979
2 O -0.538 0.188 -2.132  S6 1.443
3 O 1.315 -0.598 -0.326  S6 2.018, H7 0.989
4 O 1.112 1.774 -1.300  S6 1.437
5 P -0.159 0.279 1.390  N1 1.543, S6 2.459, H9 1.413
6 S 0.065 0.839 -0.994  O2 1.443, O3 2.018, O4 1.437, P5 2.459
7 H 1.368 -1.273 -1.048  O3 0.989
8 H -0.930 -1.711 1.186  N1 0.979
9 H -0.972 1.298 1.933  P5 1.413


two.
Molecular formula: H3NO3PS
Method: DFT, ωB97M-V/def2-TZVPD

LUMO (spin up / spin down) (eV): 2.4 / 2.4
Kohn-Sham gap (spin up / spin down) (eV): 6.20 / 6.21
Net charge: -1
HOMO level (spin up / spin down) (eV): -3.77 / -3.77

Bonds (Å) are listed after each position.
Positions of all 9 atoms, in Å:
1 N 0.901 1.652 1.803  P5 1.531, H8 1.065
2 O -1.469 -1.761 -2.553  H7 1.035
3 O 1.007 -1.684 0.188  S6 1.428
4 O 0.763 0.226 -1.284  S6 1.475
5 P -0.414 0.878 1.677  N1 1.531, H9 1.360
6 S 0.099 -0.866 -0.549  O3 1.428, O4 1.475
7 H -1.696 -0.828 -2.940  O2 1.035
8 H 0.665 2.637 1.472  N1 1.065
9 H 0.144 -0.253 2.186  P5 1.360


Which structure is the least stable? The one labeled two.